[1]
Below is one molecule with the formula C2H2O2S at a distorted geometry, with properties calculated with ωB97M-V/def2-TZVPD.

Last columns: bonded neighbours and bond lengths (Å).
Element x y z (Å)
1 O -1.88 0.25 -2.50  S2 1.435
2 S -1.75 -0.39 -1.22  O1 1.435, O3 2.008, C4 1.776, C5 1.776
3 O -3.02 -1.87 -0.76  S2 2.008
4 C -0.71 0.37 0.01  S2 1.776, C5 1.329, H6 1.070
5 C -0.10 -0.63 -0.61  S2 1.776, C4 1.329, H7 1.072
6 H -0.56 1.14 0.74  C4 1.070
7 H 0.86 -1.12 -0.59  C5 1.072

Properties
2S+1: 1
Structure (SMILES): O=S1(=O)C=C1
Frontier orbital gap (spin up / spin down), eV: 9.135 / 9.134
Energy above the lowest of the compared OMol25 structures with the same formula, charge and spin, eV: 6.566
Strongest force on any atom, Eh/bohr: 0.10773
Lowest unoccupied orbital energy (spin up / spin down), eV: -1.094 / -1.094
E_HOMO (spin up / spin down), eV: -10.23 / -10.23



[2]
Below is one molecule with the formula C2H2O2S2 at a distorted geometry, with properties calculated with ωB97M-V/def2-TZVPD.

Last columns: bonded neighbours and bond lengths (Å).
Element x y z (Å)
1 O -0.94 -0.86 1.88  C2 1.340
2 C -0.03 -0.33 1.05  O1 1.340, S3 1.749, C4 1.457
3 S 0.99 0.93 1.70  C2 1.749, H7 1.639
4 C -0.18 -0.56 -0.38  C2 1.457, O5 1.462, S6 1.709
5 O 0.09 0.63 -1.19  C4 1.462, H8 1.090
6 S -0.53 -1.95 -1.32  C4 1.709
7 H 0.78 1.93 0.43  S3 1.639
8 H -0.17 0.21 -2.16  O5 1.090

Properties
2S+1: 1
Structure (SMILES): O=C(S)C(O)=S
Frontier orbital gap, eV: 7.874
Energy above the lowest of the compared OMol25 structures with the same formula, charge and spin, eV: 2.900
Strongest force on any atom, Eh/bohr: 0.15388
Lowest unoccupied orbital energy, eV: -1.972
E_HOMO, eV: -9.85



[3]
Below is one molecule with the formula C2H2O2S2, with properties calculated with ωB97M-V/def2-TZVPD.

Last columns: bonded neighbours and bond lengths (Å).
Element x y z (Å)
1 O -0.51 1.18 -1.75  C2 1.195
2 C 0.04 0.73 -0.80  O1 1.195, S3 1.776, C4 1.555
3 S 1.54 1.45 -0.17  C2 1.776, H7 1.318
4 C -0.57 -0.49 -0.05  C2 1.555, O5 1.348, S6 1.621
5 O 0.28 -0.98 0.87  C4 1.348, H8 0.963
6 S -2.08 -0.98 -0.40  C4 1.621
7 H 1.49 0.78 0.96  S3 1.318
8 H -0.18 -1.69 1.34  O5 0.963

Properties
2S+1: 1
Structure (SMILES): O=C(S)C(O)=S
Frontier orbital gap, eV: 8.582
Energy above the lowest of the compared OMol25 structures with the same formula, charge and spin, eV: 0.448
Strongest force on any atom, Eh/bohr: 0.01646
Lowest unoccupied orbital energy, eV: -1.036
E_HOMO, eV: -9.62



[4]
Below is one molecule with the formula C2H2O2S2 at a distorted geometry, with properties calculated with ωB97M-V/def2-TZVPD.

Last columns: bonded neighbours and bond lengths (Å).
Element x y z (Å)
1 O 0.61 1.69 0.60  C2 1.204
2 C 0.55 0.56 0.19  O1 1.204, S3 1.804, C4 1.563
3 S 1.99 -0.33 -0.44  C2 1.804, H7 1.320
4 C -0.74 -0.32 0.21  C2 1.563, O5 1.306, S6 1.609
5 O -0.61 -1.56 0.62  C4 1.306, H8 0.977
6 S -2.11 0.26 -0.39  C4 1.609
7 H 2.83 0.36 0.31  S3 1.320
8 H 0.33 -1.73 0.82  O5 0.977

Properties
2S+1: 1
Structure (SMILES): O=C(S)C(O)=S
Frontier orbital gap, eV: 8.489
Energy above the lowest of the compared OMol25 structures with the same formula, charge and spin, eV: 0.670
Strongest force on any atom, Eh/bohr: 0.03553
Lowest unoccupied orbital energy, eV: -0.789
E_HOMO, eV: -9.28



[5]
Below is one molecule with the formula C2H2O2S2 at a distorted geometry, with properties calculated with ωB97M-V/def2-TZVPD.

Last columns: bonded neighbours and bond lengths (Å).
Element x y z (Å)
1 O -0.26 1.64 0.01  C2 1.304, H7 1.040
2 C -0.51 0.36 0.00  O1 1.304, S3 1.611, C4 1.666
3 S -1.95 -0.35 -0.01  C2 1.611
4 C 0.95 -0.45 0.04  C2 1.666, O5 1.296, S6 1.595
5 O 0.77 -1.73 -0.01  C4 1.296, H8 0.975
6 S 2.39 0.22 -0.01  C4 1.595
7 H -1.19 2.12 -0.04  O1 1.040
8 H -0.20 -1.81 0.02  O5 0.975

Properties
2S+1: 1
Structure (SMILES): OC(=S)C(O)=S
Frontier orbital gap, eV: 7.955
Energy above the lowest of the compared OMol25 structures with the same formula, charge and spin, eV: 0.807
Strongest force on any atom, Eh/bohr: 0.05896
Lowest unoccupied orbital energy, eV: -1.022
E_HOMO, eV: -8.98



[6]
Below is one molecule with the formula C2H2O2S2 at a distorted geometry, with properties calculated with ωB97M-V/def2-TZVPD.

Last columns: bonded neighbours and bond lengths (Å).
Element x y z (Å)
1 O 0.73 0.97 -1.34  C2 1.206
2 C -0.04 0.76 -0.43  O1 1.206, O3 1.318, C4 1.525
3 O -0.64 1.68 0.30  C2 1.318, H7 0.926
4 C -0.25 -0.65 0.11  C2 1.525, S5 1.661, S6 1.751
5 S -1.51 -1.14 1.08  C4 1.661
6 S 1.19 -1.57 -0.25  C4 1.751, H8 1.297
7 H -0.42 2.53 0.00  O3 0.926
8 H 0.95 -2.58 0.53  S6 1.297

Properties
2S+1: 1
Structure (SMILES): O=C(O)C(=S)S
Frontier orbital gap, eV: 7.891
Energy above the lowest of the compared OMol25 structures with the same formula, charge and spin, eV: 0.314
Strongest force on any atom, Eh/bohr: 0.04708
Lowest unoccupied orbital energy, eV: -1.279
E_HOMO, eV: -9.17